47
Properties=species:S:1:pos:R:3:forces:R:3 method="wB97M-V/def2-TZVPD" gap_ev=4.88 total_energy_ev=-69895.6973 charge=-1 largest_force_ha_per_bohr=0.047
Cl 1.0764 0.5495 -0.0582 -0.49 0.34 -2.06
Cl -4.1055 3.2071 -1.7303 -1.20 0.49 0.70
Cl 1.1447 3.4612 -2.4725 1.05 0.63 0.23
O -0.0525 1.5121 3.0175 -0.19 -1.37 -0.92
O 2.5010 2.0344 2.2400 0.04 -0.43 -0.13
O 0.7735 0.8704 -3.8002 0.20 0.01 -0.37
C -3.5773 -0.7568 2.2539 0.37 -0.04 0.06
C -2.4721 0.1006 2.2614 -0.25 -0.27 -0.21
C -1.6591 -0.4726 -4.3626 -0.26 -0.35 -0.67
C -4.0652 -0.5249 -4.1642 0.12 0.63 0.36
C -0.3506 2.7404 -2.8331 -0.74 -2.28 -0.13
C 4.9839 0.7975 2.1608 0.25 -0.43 0.07
C -2.8031 1.2601 -3.0938 0.44 0.87 -0.71
C -1.6046 0.7403 -3.6806 0.23 0.64 0.84
C 3.8504 -1.3548 2.0967 0.20 0.76 0.05
C -1.1794 -0.4270 2.2199 -0.19 -0.33 0.40
C 2.5135 0.8482 2.0325 0.26 -0.39 0.37
C 6.2619 -1.2583 2.1624 0.01 0.25 -0.01
C 6.2178 0.1415 2.1850 -0.69 -0.11 0.07
C -2.8727 -1.0762 -4.6599 0.26 -0.27 0.04
C -2.1028 -2.6730 2.2115 0.13 0.09 0.14
C -0.2892 1.4297 -3.4983 -0.54 0.37 0.59
C 3.7991 0.0544 2.1101 0.12 -0.19 -0.08
C -0.0075 0.4977 2.3371 0.01 0.93 0.98
C -4.0287 0.6186 -3.3762 -0.26 -0.60 -0.45
C 1.2581 0.0782 1.5778 0.30 0.61 1.46
C -3.3944 -2.1466 2.2410 0.05 0.25 -0.05
C 5.0857 -2.0045 2.1212 -0.35 0.17 0.10
C -0.9979 -1.8176 2.2274 -0.38 0.21 -0.37
C -2.7069 2.4843 -2.3793 1.48 -0.46 0.29
C -1.4797 3.1061 -2.1228 -0.72 -0.45 -0.84
H -4.5803 -0.3355 2.2595 0.19 -0.11 -0.01
H -4.9542 1.0660 -3.0203 0.19 -0.15 0.00
H 0.0075 -2.2291 2.2204 -0.23 -0.07 0.02
H 4.9188 1.8856 2.1919 -0.01 -0.33 -0.07
H -1.9420 -3.7527 2.1805 -0.10 0.33 0.06
H 5.1017 -3.0933 2.1270 0.14 0.24 -0.04
H -4.2628 -2.8139 2.2497 0.36 0.27 -0.06
H -2.5987 1.1826 2.2615 0.01 -0.27 0.03
H -5.0233 -0.9728 -4.4138 0.09 0.01 0.05
H 1.3771 -0.9976 1.5829 0.07 0.10 0.18
H -2.9021 -1.9745 -5.2863 0.03 0.28 0.29
H 2.9201 -1.9190 2.0900 0.38 -0.05 -0.04
H 7.1179 0.7407 2.2405 0.08 -0.17 -0.06
H -0.7302 -0.9041 -4.7329 -0.12 0.21 0.08
H -1.3894 3.8637 -1.3572 -0.22 0.36 -0.21
H 7.2231 -1.7660 2.1827 -0.14 0.06 -0.01